C6H20GaNO as an isolated structure in a non-equilibrium geometry, computed with ωB97M-V/def2-TZVPD.

Summary:
energy: -2295.2118 a.u.
orbital gap: 6.029 eV
HOMO energy: -0.26405 Ha
total charge: 0

Each line ends with the Löwdin charge.
Element x y z (Å)
C 2.97 -0.52 0.99  -0.07
C 1.53 -0.44 0.54  -0.33
O 1.37 0.65 -0.34  -0.26
C 0.07 0.67 -0.98  -0.30
Ga -1.60 1.45 0.00  0.38
C -0.92 2.42 1.63  -0.23
C -2.86 -0.07 0.45  -0.35
C -2.21 -1.34 1.02  -0.21
H 3.15 0.11 1.86  0.08
H 3.25 -1.54 1.26  0.07
H 3.64 -0.19 0.19  0.07
H 0.85 -0.32 1.40  0.12
H 1.21 -1.38 0.05  0.10
H 0.24 1.26 -1.90  0.05
H -0.17 -0.38 -1.27  0.03
H -2.32 2.46 -1.04  -0.07
H -1.45 2.08 2.53  -0.02
H -1.09 3.49 1.53  -0.02
H 0.15 2.27 1.80  -0.03
H -3.44 -0.33 -0.44  0.02
H -3.57 0.33 1.18  0.03
H -2.64 -2.26 0.61  0.05
H -1.13 -1.40 0.81  0.01
H -2.31 -1.41 2.11  0.06
N 1.48 -1.14 -2.81  0.29
H 2.23 -1.01 -3.49  0.15
H 0.57 -0.97 -3.25  0.15
H 1.50 -2.08 -2.42  0.15
H 1.53 -0.44 -2.03  0.09